1.
Below is a 3-piece molecular cluster, C22H31F3N2O8S2 overall, with properties calculated with the ωB97M-V functional and the def2-TZVPD basis.

Geometry as XYZ:
```
68
Properties=species:S:1:pos:R:3
C 5.827 -0.003 2.683
C 5.934 1.533 2.646
C 4.569 2.253 2.725
C 4.394 3.381 1.696
C 3.044 3.373 0.990
C 1.867 3.693 1.925
C 1.187 2.438 2.517
C -0.351 2.451 2.409
C -0.883 1.048 2.278
C -1.116 0.506 1.036
C -1.575 -0.829 0.891
C -1.787 -1.274 -0.531
F -2.731 -2.195 -0.716
F -0.662 -1.752 -1.079
F -2.159 -0.233 -1.312
C -1.769 -1.634 1.998
C -2.172 -3.086 1.946
C -1.549 -1.073 3.296
N -1.758 -1.860 4.386
C -1.531 -1.306 5.541
C -1.095 0.024 5.674
N -0.878 0.812 4.662
C -1.110 0.258 3.439
H 5.963 -0.427 1.695
H 6.594 -0.431 3.323
H 4.869 -0.326 3.077
H 6.450 1.819 1.736
H 6.563 1.839 3.475
H 4.495 2.689 3.717
H 3.794 1.499 2.630
H 5.185 3.315 0.953
H 4.512 4.350 2.175
H 3.063 4.107 0.187
H 2.900 2.398 0.524
H 1.122 4.285 1.407
H 2.276 4.270 2.752
H 1.468 2.274 3.552
H 1.526 1.566 1.964
H -0.791 2.942 3.270
H -0.652 3.004 1.524
H -0.954 1.105 0.157
H -1.599 -3.615 2.698
H -3.214 -3.207 2.223
H -1.952 -3.545 0.996
H -1.683 -1.902 6.428
H -0.928 0.417 6.667
O -3.424 -4.625 -6.571
S -4.263 -4.564 -5.431
O -5.474 -5.292 -5.358
O -4.541 -3.020 -5.099
C -4.124 -2.710 -3.763
C -2.982 -3.669 -3.500
O -3.401 -4.890 -4.119
H -4.960 -2.882 -3.082
H -3.821 -1.667 -3.710
H -2.808 -3.834 -2.444
H -2.057 -3.337 -3.978
O -0.079 2.122 -7.073
S -1.141 1.775 -6.204
O -2.306 2.571 -6.097
O -0.529 1.523 -4.743
C -0.853 0.205 -4.283
C -0.953 -0.618 -5.553
O -1.590 0.263 -6.485
H -1.805 0.245 -3.753
H -0.075 -0.147 -3.612
H -1.554 -1.515 -5.432
H 0.032 -0.886 -5.940
```

## Properties
2S+1: 1
HOMO energy: -9.4139 eV
E_LUMO: -0.9 eV
SMILES: CCCCCCCCc1cc(C(F)(F)F)c(C)c2nccnc12.O=S1(=O)OCCO1.O=S1(=O)OCCO1
Total charge: 0

2.
Below is one molecule with the formula C22H31N3O2 at a distorted geometry, with properties calculated with the ωB97M-V functional and the def2-TZVPD basis.

Geometry as XYZ:
```
58
Properties=species:S:1:pos:R:3
C -4.430 -2.266 -2.229
C -3.168 -1.487 -2.054
C -1.861 -1.897 -2.114
C -1.033 -0.770 -1.893
C 0.441 -0.739 -1.843
O 1.087 -0.132 -2.690
N 1.045 -1.410 -0.820
C 2.492 -1.338 -0.700
C 2.991 -0.629 0.577
N 2.077 0.358 1.131
C 1.840 1.524 0.460
O 0.795 2.148 0.574
C 2.896 2.005 -0.448
C 2.781 2.212 -1.774
C 4.210 2.651 -1.955
C 4.364 2.419 -0.442
C 1.076 -0.180 2.050
C 0.621 0.800 3.132
C -0.358 0.156 4.114
C -1.539 -0.483 3.391
C -1.056 -1.498 2.363
C -0.104 -0.870 1.349
C 0.327 -1.927 0.335
C -1.863 0.310 -1.687
C -1.536 1.736 -1.392
N -3.156 -0.137 -1.791
C -4.329 0.696 -1.621
H -4.208 -3.291 -2.518
H -5.016 -2.307 -1.308
H -5.067 -1.842 -3.009
H -1.523 -2.902 -2.314
H 2.847 -2.376 -0.634
H 2.945 -0.920 -1.590
H 3.305 -1.327 1.350
H 3.910 -0.109 0.295
H 1.967 2.085 -2.474
H 4.830 2.005 -2.579
H 4.356 3.683 -2.278
H 4.596 3.317 0.136
H 5.094 1.653 -0.167
H 1.608 -0.972 2.596
H 1.495 1.175 3.668
H 0.136 1.667 2.681
H 0.159 -0.604 4.711
H -0.713 0.912 4.817
H -2.207 -0.962 4.110
H -2.125 0.294 2.889
H -0.554 -2.330 2.875
H -1.906 -1.943 1.839
H -0.644 -0.085 0.806
H -0.584 -2.407 -0.028
H 0.897 -2.749 0.778
H -0.480 1.932 -1.561
H -2.096 2.424 -2.030
H -1.741 1.997 -0.350
H -4.152 1.429 -0.837
H -4.556 1.216 -2.554
H -5.182 0.084 -1.343
```

## Properties
ΔE to the lowest compared entry with this formula, charge and spin: 46.5 kcal/mol
2S+1: 1
HOMO energy: -7.7131 eV
E_LUMO: 0.8 eV
SMILES: Cc1cc(C(=O)N2CCN(C(=O)C3=CCC3)[C@H]3CCCC[C@@H]3C2)c(C)n1C
Total charge: 0

3.
Below is one molecule with the formula C22H31N3O4, with properties calculated with the ωB97M-V functional and the def2-TZVPD basis.

Geometry as XYZ:
```
60
Properties=species:S:1:pos:R:3
C 3.379 2.568 -0.774
C 2.186 3.023 0.029
O 1.122 2.074 -0.208
C 0.000 2.271 0.489
O -0.212 3.239 1.175
C -1.020 1.141 0.254
C -0.599 -0.055 1.142
C 0.891 -0.334 1.345
O 1.411 -0.119 2.432
N 1.554 -0.844 0.297
C 2.992 -1.061 0.328
C 3.397 -2.293 1.167
C 2.764 -3.614 0.825
C 1.430 -3.891 1.109
C 0.897 -5.119 0.750
C 1.720 -6.048 0.131
N 3.010 -5.824 -0.116
C 3.501 -4.637 0.232
C 3.509 -0.973 -1.112
C 5.053 -0.940 -1.207
C 5.448 -2.180 -2.015
C 4.261 -2.401 -2.953
C 3.037 -2.076 -2.090
C -2.407 1.629 0.701
C -2.940 2.706 -0.231
C -3.127 2.134 -1.623
N -1.961 1.351 -2.020
C -1.045 0.746 -1.230
O -0.272 -0.074 -1.706
H 4.196 3.278 -0.643
H 3.720 1.588 -0.442
H 3.138 2.512 -1.836
H 2.392 3.045 1.099
H 1.840 4.013 -0.269
H -0.970 0.146 2.147
H -1.095 -0.955 0.770
H 1.076 -0.813 -0.595
H 3.430 -0.213 0.867
H 4.485 -2.390 1.117
H 3.152 -2.045 2.201
H 0.822 -3.156 1.621
H -0.137 -5.360 0.956
H 1.334 -7.016 -0.169
H 4.557 -4.482 0.025
H 3.125 -0.015 -1.479
H 5.371 -0.037 -1.731
H 5.528 -0.915 -0.224
H 6.393 -2.053 -2.545
H 5.561 -3.044 -1.355
H 4.323 -1.714 -3.801
H 4.227 -3.415 -3.355
H 2.708 -2.967 -1.557
H 2.190 -1.736 -2.689
H -3.089 0.772 0.720
H -2.325 2.010 1.718
H -3.895 3.089 0.131
H -2.244 3.544 -0.253
H -4.015 1.494 -1.644
H -3.276 2.927 -2.357
H -1.914 1.028 -2.975
```

## Properties
ΔE to the lowest compared entry with this formula, charge and spin: 14.6 kcal/mol
2S+1: 1
HOMO energy: -9.0013 eV
E_LUMO: 0.5 eV
SMILES: CCOC(=O)[C@@]1(CC(=O)N[C@@H](Cc2cccnc2)C2CCCC2)CCCNC1=O
Total charge: 0

4.
Below is C22H32BIrN7 as an isolated structure at a distorted geometry, with properties calculated with the ωB97M-V functional and the def2-TZVPD basis.

Geometry as XYZ:
```
63
Properties=species:S:1:pos:R:3
H 1.362 -1.643 0.844
N -0.656 -1.587 0.131
B -3.146 -2.190 -0.219
N -1.680 -2.528 0.144
C -1.220 -3.670 0.700
Ir -0.788 0.308 -0.731
H -1.877 -4.522 0.788
C 0.103 -3.482 1.067
H 0.756 -4.195 1.534
C 0.432 -2.173 0.716
H -3.761 -3.190 -0.424
C -0.137 1.453 -2.148
H -0.243 0.915 -3.103
H 0.913 1.746 -2.022
H -0.765 2.356 -2.172
N -3.148 -1.246 -1.453
N -3.769 -1.359 0.933
N -2.380 -0.065 -1.549
N -2.987 -0.819 1.895
C -4.075 -1.244 -2.427
C -5.036 -0.984 1.179
H -4.754 -2.083 -2.506
H -5.838 -1.314 0.534
C -3.965 -0.073 -3.166
C -5.044 -0.181 2.316
C -2.955 0.674 -2.574
C -3.727 -0.103 2.756
H -4.557 0.212 -4.018
H -5.902 0.287 2.759
H -2.565 1.640 -2.857
H -3.279 0.398 3.601
H -1.979 -0.939 1.840
C 5.865 1.140 0.571
C 4.594 0.645 -0.065
C 4.651 -0.197 -1.181
C 3.483 -0.689 -1.772
C 3.542 -1.557 -2.994
C 2.255 -0.341 -1.214
C 2.144 0.517 -0.092
C 3.359 1.011 0.463
N 0.882 0.796 0.409
C 0.631 1.859 1.415
C 1.218 1.436 2.759
C 1.181 3.201 0.931
C -0.883 2.012 1.565
H 6.204 0.473 1.377
H 6.672 1.192 -0.170
H 5.727 2.137 1.006
H 5.621 -0.479 -1.600
H 3.531 -0.958 -3.916
H 4.462 -2.152 -2.998
H 2.683 -2.237 -3.033
H 1.339 -0.726 -1.677
H 3.346 1.704 1.304
H 2.294 1.251 2.731
H 1.022 2.225 3.496
H 0.733 0.509 3.096
H 2.263 3.196 0.785
H 0.707 3.482 -0.018
H 0.941 3.967 1.680
H -1.407 1.857 0.587
H -1.284 1.294 2.285
H -1.111 3.029 1.903
```

## Properties
Expectation value of S²: 8.80
2S+1: 6
HOMO energy (spin up / spin down): -9.3376 / -14.2913 eV
E_LUMO (spin up / spin down): -6.0 / -10.2 eV
Total charge: +2